Formula: C36H96N4O14
Source: OMol25
Level of theory: ωB97M-V with the def2-TZVPD basis set

The geometry in XYZ format:
```
150
Properties=species:S:1:pos:R:3:forces:R:3
H -4.5700 -27.9657 7.7116 0.690 -0.063 0.064
H -7.7240 -20.4169 2.1618 0.277 -0.323 0.093
C -23.0433 -24.0598 1.9636 0.106 0.903 0.200
H -11.4258 -22.6958 3.4810 -0.283 -0.043 0.481
H -20.8635 -17.1956 9.9745 0.407 0.186 0.496
C -17.7908 -22.3477 7.3135 0.190 0.230 0.001
H -16.9983 -28.3859 10.5432 -0.069 0.265 0.251
C -18.1304 -15.2700 4.0513 -1.266 0.550 -1.147
H -22.3483 -23.8249 10.8156 0.345 0.133 -0.348
H -18.5310 -35.2671 10.4178 -0.236 -0.198 0.185
O -26.2430 -19.4544 -3.1761 1.417 -1.674 -0.351
H -8.5978 -27.2279 5.4224 -0.263 -0.222 0.166
H -19.1527 -36.2607 9.0616 -0.651 0.191 -0.042
H -19.1618 -29.0779 10.3343 -0.458 -0.657 0.201
H -23.5837 -23.4845 -1.9854 0.683 -0.389 0.290
N -8.2159 -22.1220 1.0197 0.708 -0.186 -0.264
H -3.6967 -28.1081 10.4892 0.142 -0.223 0.142
H -25.9903 -20.0614 -1.1999 0.049 0.181 0.210
N -7.0943 -27.4688 6.8335 0.577 0.616 1.633
H -7.2554 -22.9103 -0.5669 0.678 -0.326 0.118
C -13.9460 -18.1904 12.8698 0.387 0.132 0.401
C -15.5968 -27.6369 4.1367 0.460 -0.403 0.180
O -17.6500 -20.4196 8.6750 0.240 0.380 0.526
C -16.7703 -27.3982 3.2432 -0.048 -0.079 -0.142
H -21.7341 -15.6563 10.2254 -0.141 -0.183 0.127
H -5.4747 -22.6187 1.3946 -0.170 -0.074 0.129
H -18.9439 -31.5356 8.8248 0.396 0.535 0.248
C -19.6816 -15.3171 9.9541 0.905 -0.741 0.254
H -9.3666 -21.9967 3.3486 -0.065 -0.431 -0.273
H -8.8383 -20.1717 0.8809 -0.709 0.509 0.227
C -19.1604 -14.1784 4.3501 0.816 0.095 0.890
H -9.0189 -22.4088 0.4784 -0.270 -0.245 0.203
H -17.6328 -27.1157 3.8468 -0.308 -0.335 0.116
H -18.6971 -13.5913 5.1430 -0.425 0.510 0.139
C -9.7833 -24.4348 8.6775 0.085 0.420 0.784
H -14.6627 -17.6508 12.2507 0.113 0.001 -0.162
H -7.5986 -25.8679 5.5488 0.052 0.641 0.166
H -17.0045 -28.2106 2.5552 -0.121 -0.796 0.681
H -23.6912 -25.3667 -0.1652 -0.649 -0.623 -0.453
O -18.9911 -34.1434 8.7508 0.731 0.192 0.179
H -12.0997 -21.0566 3.9610 0.090 -0.155 0.279
H -20.1045 -14.5859 4.7117 0.173 -0.273 0.122
H -22.6006 -22.2544 13.0130 -0.193 0.176 -0.594
H -15.4505 -26.8135 4.8357 -0.286 -0.076 0.164
C -18.5651 -35.3843 9.3347 -0.384 0.531 0.425
C -20.0905 -29.9093 8.4480 1.252 0.317 0.660
H -5.7436 -25.8318 7.1122 0.208 0.133 -0.397
N -19.9075 -31.2418 8.8972 -0.087 -2.187 1.007
C -25.4584 -21.7071 -2.4413 0.039 -0.212 0.483
C -3.2758 -27.3165 9.8693 -1.045 0.371 0.453
H -7.2990 -21.2423 -0.7333 0.077 0.751 0.194
H -16.7338 -22.5766 7.1776 0.227 0.541 0.239
H -15.8174 -28.7567 9.3324 -0.169 -0.227 -0.337
H -24.5162 -21.3484 -2.8556 0.115 -0.174 -0.563
H -19.5446 -15.1257 11.0184 -0.073 0.184 0.143
C -8.0911 -26.6167 6.1692 0.554 -0.327 -0.969
C -18.1405 -20.8596 7.4364 -0.092 -0.676 -0.745
H -22.5016 -23.7090 14.8188 -0.038 0.060 0.043
C -20.8969 -16.1366 9.7189 -1.272 0.014 -0.723
H -23.9591 -23.8939 2.5309 -0.064 -0.574 0.423
C -19.0817 -29.0479 9.2477 -0.692 1.531 -0.621
H -9.3838 -26.8729 7.7476 -0.472 -0.017 0.389
C -20.3427 -33.7111 8.9386 -0.338 -0.523 -0.891
H -19.7540 -14.3688 9.4215 -0.002 0.105 -0.014
H -10.0531 -25.8053 6.4836 -0.158 0.046 -0.073
C -3.4383 -21.8571 0.0719 -0.296 -0.097 -0.335
H -24.6754 -21.9157 -0.5686 0.064 0.129 0.175
H -22.6101 -25.0560 2.0538 -0.399 -0.381 -0.125
C -5.1571 -27.4160 8.4473 -1.053 -0.269 -0.525
H -21.1572 -16.1319 8.6605 0.060 0.082 -0.157
O -8.7815 -24.8936 7.8232 0.307 -0.157 -0.825
H -26.4725 -17.4905 -3.6657 0.193 -0.095 0.141
O -16.4552 -26.3469 2.3861 0.135 1.445 -0.754
H -6.3946 -27.9333 6.2726 -0.815 -0.218 -1.147
H -3.1570 -22.7709 0.5953 -0.206 -0.145 0.334
C -5.6922 -21.8589 0.6439 -1.714 0.297 -1.161
C -24.4849 -23.7174 -1.4182 -0.396 -0.151 0.614
H -17.2279 -26.2402 1.8264 0.126 0.347 -0.239
H -13.0266 -20.2179 12.8251 0.421 0.294 -0.468
H -23.5935 -23.7190 12.8329 0.003 -0.128 -0.295
N -25.2184 -22.4804 -1.2061 -0.617 0.510 0.090
O -13.8279 -19.6837 10.9803 1.012 -0.338 -1.017
C -16.8372 -28.3954 9.4652 -0.007 -0.563 0.522
H -27.1258 -17.9850 -2.0695 -0.118 0.359 0.083
H -16.8775 -27.3752 9.0837 -0.371 0.086 -0.207
H -6.7917 -26.1157 8.4351 -0.334 -0.021 -0.124
H -9.8838 -25.0846 9.5468 -0.171 -0.282 0.097
O -23.2890 -23.6467 0.6511 0.607 1.117 -0.108
H -17.1579 -14.8954 3.7320 0.062 0.368 0.460
C -7.1392 -22.0050 0.0289 0.570 -0.895 0.291
H -10.7640 -24.3034 8.2204 -0.072 -0.146 -0.355
H -19.2215 -20.7244 7.4034 -0.293 -0.233 0.021
O -4.7704 -21.9077 -0.4186 0.485 -0.381 -0.115
H -18.2418 -22.8775 6.4746 -0.554 0.248 0.140
H -27.9652 -18.4016 -3.5857 -0.274 -0.054 0.077
H -25.1284 -24.5311 0.5517 -0.307 -0.098 -0.201
H -5.6549 -20.8525 1.0609 0.170 0.067 0.576
H -3.3494 -21.0017 0.7415 0.358 0.107 0.048
O -10.9497 -21.1660 2.2219 -0.092 -0.877 0.040
H -17.5568 -35.6822 9.0470 0.106 0.800 -0.437
C -11.8723 -21.7559 3.1563 0.568 0.286 -1.330
H -14.3126 -18.0795 13.8903 -0.130 -0.473 0.153
H -20.7454 -33.7322 9.9513 0.604 0.008 0.427
H -18.0844 -22.7729 8.2733 -0.141 -0.357 -0.169
H -17.8647 -19.4845 8.7085 0.096 0.191 0.361
H -12.7756 -21.9622 2.5823 -0.031 0.002 0.171
H -5.7257 -28.1572 9.0088 0.165 -0.303 0.375
O -18.5486 -16.0766 9.4944 -0.115 0.428 -0.087
H -26.0055 -22.3907 -3.0906 0.327 0.188 -0.478
H -20.9189 -34.4305 8.3568 -0.579 -0.090 0.031
C -24.2223 -24.4225 -0.0444 0.835 0.365 -1.226
H -14.7108 -19.6256 10.6077 -0.085 -0.018 0.289
C -9.1726 -26.0344 7.0839 0.743 -0.678 -0.010
H -2.7460 -21.7961 -0.7678 -0.209 0.343 -0.068
O -4.3964 -26.5844 9.3096 1.029 -0.673 -0.663
H -14.6588 -27.6891 3.5839 -0.112 -0.204 -0.269
H -17.7957 -15.4842 9.5561 0.253 -0.127 -0.065
H -15.7451 -28.5818 4.6594 0.152 0.105 0.276
H -27.3576 -20.7830 -2.0407 -0.136 -0.108 0.142
H -19.8702 -29.8473 7.3823 -0.037 0.574 -0.365
O -21.9226 -23.8372 14.0638 -0.088 -0.237 -0.150
H -14.7312 -20.1417 12.7338 -0.201 -0.235 0.118
H -19.4311 -13.5511 3.5008 0.491 -0.061 -0.097
H -18.0040 -15.9302 4.9093 -0.002 -0.126 -0.039
O -17.7632 -29.2940 8.8818 1.215 -0.665 -0.698
C -6.2236 -26.6388 7.6658 0.255 1.023 1.572
H -20.8768 -23.0405 11.5069 -0.081 -0.103 -0.099
C -26.3140 -20.4877 -2.1495 -0.978 1.400 -0.147
H -19.2485 -27.9974 9.0098 -0.514 0.398 -0.176
H -20.3026 -32.4961 7.2396 0.103 0.163 -0.520
H -17.7599 -20.2136 6.6452 0.333 -0.252 -0.332
C -21.6686 -23.7724 11.6662 -1.440 0.615 0.811
H -2.5768 -27.7733 9.1686 -0.263 0.172 -0.542
H -18.0552 -15.9041 2.2092 -0.099 -0.176 -0.015
H -9.6708 -20.2979 3.4715 0.517 0.350 0.155
O -18.6848 -15.9581 2.9319 0.248 -0.893 -0.299
H -12.9994 -17.6504 12.8924 0.097 -0.032 -0.465
C -13.8330 -19.6407 12.3727 -1.642 0.641 1.123
C -26.9918 -18.2729 -3.1122 -0.270 -0.523 0.609
H -21.1034 -29.5591 8.6468 -0.034 0.012 0.005
H -22.2938 -23.3844 2.3761 0.000 0.108 -0.065
C -20.6105 -32.3434 8.2740 0.327 -0.573 -0.193
H -21.2298 -24.7610 11.8014 -0.145 0.078 0.290
H -9.4712 -23.4638 9.0620 0.056 0.029 -0.111
C -22.5741 -23.3358 12.8787 1.643 -0.595 0.337
H -2.7041 -26.6483 10.5133 -0.224 0.158 -0.111
H -21.6889 -32.1916 8.2283 -0.105 0.091 0.336
C -8.5751 -20.8821 1.6645 -0.275 0.162 0.598
H -25.0629 -24.3611 -2.0812 -0.225 -0.207 0.181
C -9.6352 -21.1209 2.7578 -0.178 1.293 -0.380
```
Positions in Å, forces in eV/Å.

The gap between HOMO and LUMO comes out at 0.3242 hartree. The value obtained for the LUMO energy is 0.283 eV. Its HOMO energy is -8.54 eV. Its SMILES is COCCNCCOC.COCCNCCOC.COCCNCCOC.COCCNCCOC.CCO.CCO.CCO.CCO.CCO.CCO. The value obtained for the largest force on an atom is 0.04684 Eh/bohr. For the total energy, the calculation gives -73503.987 eV. The energy relative to the best compared isomer or geometry (same formula, charge and spin) comes out at 5.460 eV.

Atom charges from the Löwdin analysis, given in e for atoms 1 to 8: 0.115 0.111 -0.118 0.082 0.079 -0.080 0.085 -0.305